1.
Density functional theory data (ωB97M-V/def2-TZVPD) for the ion C3H10FN3O with charge +2 in a non-equilibrium geometry.

- HOMO-LUMO gap (alpha / beta): 10.99 / 10.99 eV
- Total charge: +2
- E_LUMO (alpha / beta): -9.06 / -9.06 eV
- SMILES: C[C@@H](/[NH+]=C/OF)[NH2+]N

Each line ends with the natural charge from an NBO analysis.
Atoms and positions in Å:
C -0.074 1.491 0.490  -0.682
C 0.147 0.353 -0.416  0.120
N 1.420 -0.325 -0.270  -0.535
C 2.617 0.102 -0.150  0.546
O 3.697 -0.820 0.284  -0.042
F 4.819 -0.203 -0.056  -0.032
N -0.958 -0.732 -0.392  -0.383
N -0.426 -1.797 0.455  -0.641
H -0.905 2.198 0.329  0.300
H 0.832 2.124 0.194  0.268
H -0.048 1.316 1.493  0.254
H -0.029 0.619 -1.462  0.254
H 1.087 -1.375 -0.064  0.479
H 2.984 1.123 -0.152  0.260
H -1.794 -0.253 0.030  0.466
H -1.285 -0.983 -1.371  0.483
H -0.810 -2.647 0.122  0.434
H -0.596 -1.585 1.494  0.450

2.
Density functional theory data (ωB97M-V/def2-TZVPD) for the ion C3H10IN2 with charge +1 in a non-equilibrium geometry.

- ΔE to the lowest compared entry with this formula, charge and spin: 32.5 kcal per mole
- HOMO-LUMO gap: 9.83 eV
- Total charge: +1
- E_LUMO: -3.92 eV
- SMILES: C[C@H](I)[NH2+]CN

Each line ends with the natural charge from an NBO analysis.
Atoms and positions in Å:
C 0.686 2.144 -0.612  -0.688
C -0.185 1.000 -0.205  -0.154
I -2.066 1.567 0.836  0.185
N 0.560 -0.156 0.478  -0.548
C -0.383 -1.413 0.703  -0.062
N -0.108 -2.308 -0.356  -0.844
H 0.197 2.581 -1.447  0.265
H 0.688 2.878 0.253  0.240
H 1.699 2.013 -0.679  0.245
H -0.774 0.537 -1.118  0.243
H 0.928 0.334 1.264  0.432
H 1.275 -0.564 -0.043  0.445
H -0.242 -2.059 1.515  0.241
H -1.399 -1.099 0.825  0.217
H -0.652 -2.194 -1.233  0.383
H -0.225 -3.263 -0.182  0.401

3.
Density functional theory data (ωB97M-V/def2-TZVPD) for the ion C3H10IN2 with charge +1 in a non-equilibrium geometry.

- ΔE to the lowest compared entry with this formula, charge and spin: 44.1 kcal per mole
- HOMO-LUMO gap: 8.99 eV
- Total charge: +1
- E_LUMO: -4.12 eV
- SMILES: C[NH+](C)CNI

Each line ends with the natural charge from an NBO analysis.
Atoms and positions in Å:
C -0.723 1.458 -0.495  -0.419
N -0.169 0.072 -0.324  -0.355
C -1.056 -0.757 0.586  -0.412
C 1.275 -0.029 0.057  -0.081
N 1.546 -1.609 0.010  -0.779
I 1.924 -2.392 -1.919  0.326
H -1.150 1.802 0.447  0.238
H 0.041 2.077 -0.850  0.228
H -1.549 1.505 -1.237  0.248
H -0.227 -0.320 -1.229  0.430
H -0.824 -0.471 1.612  0.228
H -2.113 -0.664 0.373  0.242
H -0.630 -1.695 0.400  0.256
H 1.639 0.257 1.162  0.259
H 1.857 0.588 -0.614  0.224
H 2.213 -1.880 0.592  0.366

Short version: total energy = -458.77004; -527.20534; -527.18682 Ha, in the order given.